ORCA calculation (the ωB97M-V functional and the def2-TZVPD basis) on a gas-phase ion, C4H4N3 (charge +1) at a distorted geometry.

Bonds (Å) are listed after each position.
Atoms and positions in Å:
1 N -3.38528 0.00491 -0.06431  N2 1.100
2 N -2.28914 0.06148 0.01116  N1 1.100, C3 1.551
3 C -0.74144 -0.03969 0.04870  N2 1.551, C4 1.385, N7 1.355
4 C 0.05182 -1.17550 0.05878  C3 1.385, C5 1.393, H8 1.071
5 C 1.35089 -0.67566 0.00518  C4 1.393, C6 1.391, H9 1.072
6 C 1.28728 0.71310 -0.03386  C5 1.391, N7 1.344, H10 1.073
7 N -0.00155 1.09429 -0.00680  C3 1.355, C6 1.344, H11 1.013
8 H -0.26762 -2.19644 0.09910  C4 1.071
9 H 2.24890 -1.26125 -0.01015  C5 1.072
10 H 2.08686 1.42651 -0.08519  C6 1.073
11 H -0.34073 2.04826 -0.02262  N7 1.013

Its spin multiplicity is 1. The total energy comes out at -318.76292 Eh. The value obtained for the molecular weight is 94.097 g mol⁻¹. Its energy above the lowest of the compared OMol25 structures with the same formula, charge and spin is 4.2 kJ/mol. Its net charge is +1.

Mulliken atomic charge list, values in e, 4 entries: number 1, N, carries -0.065; number 2, N, carries 0.448; number 3, C, carries 0.231; number 4, C, carries -0.325

***

ORCA calculation (the ωB97M-V functional and the def2-TZVPD basis) on a gas-phase ion, C4H4N3 (charge +1) at a distorted geometry.

Bonds (Å) are listed after each position.
Atoms and positions in Å:
1 H 1.56512 2.73213 -0.27761  N2 1.030
2 N 1.26160 1.76849 -0.07513  H1 1.030, C3 1.212
3 C 0.46742 0.85370 -0.03616  N2 1.212, C4 1.851, C8 1.499
4 C -1.28841 1.38640 0.20677  C3 1.851, N5 1.184
5 N -1.82822 0.37181 -0.07980  C4 1.184, N6 1.244
6 N -1.79039 -0.87158 -0.08153  N5 1.244, C7 1.267
7 C -0.65676 -1.43082 0.00381  N6 1.267, C8 1.503, H9 1.038
8 C 0.61893 -0.63613 0.02967  C3 1.499, C7 1.503, H10 1.150, H11 1.076
9 H -0.47008 -2.44905 0.07573  C7 1.038
10 H 0.91771 -0.94450 1.09666  C8 1.150
11 H 1.20309 -0.78046 -0.86242  C8 1.076

Its spin multiplicity is 1. The total energy comes out at -318.60368 Eh. The value obtained for the molecular weight is 94.097 g mol⁻¹. Its energy above the lowest of the compared OMol25 structures with the same formula, charge and spin is 422.3 kJ/mol. Its net charge is +1.

Mulliken atomic charge list, values in e, 4 entries: number 1, H, carries 0.331; number 2, N, carries -0.196; number 3, C, carries 0.158; number 4, C, carries -0.088